Entry 1:
The following is a DFT calculation (ωB97M-V with the def2-TZVPD basis set) of a cluster of 11 separate species, C15H52O11 in total at a distorted geometry.

Each line ends with the Löwdin spin population.
Positions of all 78 atoms, in Å:
O 13.584 -4.499 -25.786  0.000
H 13.311 -3.653 -26.142  0.000
H 12.917 -5.114 -26.090  0.000
O 10.114 -7.298 -25.501  0.000
H 10.795 -7.947 -25.323  0.000
H 10.564 -6.605 -25.986  0.000
O 16.141 -4.642 -25.061  0.028
H 16.406 -3.726 -24.972  0.000
H 15.202 -4.603 -25.243  0.000
O 11.561 -3.809 -28.800  0.000
H 11.385 -4.145 -29.679  0.000
H 12.405 -3.365 -28.878  0.000
O 12.774 -1.857 -25.928  0.000
H 12.056 -1.335 -25.571  0.000
H 13.480 -1.765 -25.289  0.000
O 11.673 -5.961 -27.274  0.000
H 11.521 -5.247 -27.894  0.000
H 11.678 -6.751 -27.815  0.000
C 16.473 -3.126 -28.438  0.000
C 15.026 -2.970 -28.713  0.000
C 14.773 -2.321 -30.131  0.000
O 14.372 -4.213 -28.809  0.000
H 16.918 -3.835 -29.136  0.000
H 16.699 -3.334 -27.391  0.000
H 16.914 -2.170 -28.720  0.000
H 14.548 -2.233 -28.067  0.000
H 13.724 -2.283 -30.422  0.000
H 15.119 -3.005 -30.906  0.000
H 15.304 -1.374 -30.233  0.000
H 14.362 -4.716 -27.991  0.000
C 13.214 -4.972 -22.272  0.039
C 14.545 -5.111 -21.499  0.143
C 14.226 -5.953 -20.295  0.060
O 15.570 -5.769 -22.180  0.608
H 13.304 -4.356 -23.167  0.001
H 12.441 -4.553 -21.628  0.001
H 12.856 -5.958 -22.568  0.007
H 14.851 -4.122 -21.159  0.085
H 13.280 -5.586 -19.895  0.010
H 14.966 -5.961 -19.496  0.002
H 14.138 -7.001 -20.580  0.002
H 15.434 -5.611 -23.117  0.005
C 15.594 0.220 -24.937  0.000
C 16.185 -1.252 -24.807  0.000
C 17.312 -1.376 -23.815  0.000
O 15.210 -2.149 -24.400  0.000
H 14.645 0.228 -25.473  0.000
H 16.328 0.887 -25.389  0.000
H 15.328 0.602 -23.952  0.000
H 16.604 -1.605 -25.749  0.000
H 17.330 -0.565 -23.087  0.000
H 18.311 -1.456 -24.245  0.000
H 17.204 -2.255 -23.180  0.000
H 14.927 -1.883 -23.523  0.000
C 14.642 -8.842 -24.098  0.004
C 13.955 -8.210 -25.330  0.001
C 14.985 -7.765 -26.325  0.000
O 13.241 -9.187 -25.948  0.002
H 15.124 -9.807 -24.258  0.000
H 13.908 -8.899 -23.295  0.000
H 15.462 -8.223 -23.733  0.002
H 13.203 -7.504 -24.978  0.000
H 14.443 -7.440 -27.213  0.000
H 15.647 -8.604 -26.539  0.000
H 15.521 -6.866 -26.019  0.000
H 12.843 -8.882 -26.767  0.000
C 10.337 -3.942 -23.988  0.000
C 9.120 -3.069 -24.383  0.000
C 7.785 -3.835 -24.423  0.000
O 8.930 -2.061 -23.397  0.000
H 10.419 -4.842 -24.597  0.000
H 10.257 -4.244 -22.943  0.000
H 11.285 -3.404 -23.981  0.000
H 9.256 -2.678 -25.391  0.000
H 7.583 -4.235 -23.430  0.000
H 7.780 -4.744 -25.024  0.000
H 6.920 -3.251 -24.737  0.000
H 9.331 -1.292 -23.808  0.000

Calculated values
Energy above the lowest of the compared OMol25 structures with the same formula, charge and spin: 0.0000 eV
Multiplicity: 2
Gap between HOMO and LUMO (spin up / spin down): 9.6 / 3.1 eV
LUMO energy (spin up / spin down): -2.80 / -9.33 eV
Charge: +1
Electronic energy: -1429.950466 hartree

Entry 2:
The following is a DFT calculation (ωB97M-V with the def2-TZVPD basis set) of a structure of composition C15H53B2Ba2O20P5 at a distorted geometry.

Each line ends with the Mulliken charge.
Positions of all 97 atoms, in Å:
Ba 1.574 0.532 -3.198  2.244
Ba 2.193 -0.647 1.284  1.733
B 3.311 -0.827 -1.557  0.964
H 3.090 0.144 -1.141  -0.531
H 3.813 -0.649 -2.495  -0.083
H 4.015 -1.332 -0.914  -0.276
H 2.392 -1.361 -1.742  -0.490
B 0.165 0.338 -0.615  1.103
H -0.742 0.870 -0.859  -0.871
H 0.321 -0.578 -1.164  -0.407
H 0.977 1.023 -0.801  -0.005
H 0.062 0.145 0.442  -0.891
C 6.236 3.008 2.269  -0.709
O 5.065 3.699 2.002  -0.409
P 3.909 3.049 1.044  0.872
O 3.480 1.725 1.536  -0.235
O 2.755 4.134 1.099  -0.403
C 1.513 3.866 0.584  -0.409
O 4.403 3.090 -0.486  -0.312
C 4.606 4.283 -1.214  -0.715
H 6.067 1.934 2.185  0.304
H 6.555 3.269 3.279  0.253
H 7.106 3.259 1.662  0.284
H 1.592 3.947 -0.500  0.289
H 0.682 4.551 0.749  0.471
H 1.061 2.889 0.755  -0.167
H 3.999 5.075 -0.775  0.356
H 4.249 4.207 -2.241  0.235
H 5.640 4.611 -1.323  0.280
C -2.527 3.264 -2.121  -0.741
O -2.971 1.990 -1.928  -0.123
P -2.658 0.912 -3.147  0.614
O -1.230 0.706 -3.484  -0.359
O -3.425 -0.450 -2.598  -0.481
C -2.729 -1.392 -1.811  0.166
O -3.599 1.461 -4.415  -0.351
C -5.022 1.335 -4.391  -0.673
H -2.990 3.669 -3.020  0.335
H -1.448 3.132 -2.199  0.223
H -2.838 3.967 -1.348  0.250
H -1.784 -1.742 -2.228  -0.021
H -3.374 -2.270 -1.767  0.262
H -2.556 -1.099 -0.776  -0.104
H -5.274 1.585 -3.361  0.338
H -5.182 0.352 -4.835  0.255
H -5.308 2.033 -5.177  0.262
C 0.667 -3.752 -1.620  -0.249
O 0.030 -3.953 -2.904  -0.264
P 0.803 -3.433 -4.308  0.641
O 1.368 -2.052 -4.223  -0.537
O 1.897 -4.521 -4.719  -0.303
C 1.699 -5.833 -4.418  -0.617
O -0.385 -3.585 -5.410  -0.364
C -1.713 -3.058 -5.250  -0.388
H 0.384 -4.582 -0.974  0.330
H 0.370 -2.789 -1.204  -0.433
H 1.751 -3.831 -1.713  0.407
H 1.421 -6.080 -3.394  0.190
H 2.537 -6.529 -4.438  0.301
H 0.803 -6.023 -5.009  0.327
H -1.784 -2.229 -4.545  0.021
H -2.372 -3.875 -4.958  0.280
H -2.203 -2.817 -6.194  0.345
C -2.856 -0.461 2.194  0.058
O -2.471 -1.674 2.876  -0.346
P -1.269 -2.577 2.303  0.679
O 0.053 -1.865 2.167  -0.226
O -1.294 -3.789 3.308  -0.409
C -1.293 -3.581 4.710  -0.582
O -1.962 -3.208 0.928  -0.054
C -3.243 -3.697 0.989  -0.840
H -3.865 -0.477 1.783  0.357
H -2.072 -0.320 1.450  -0.437
H -2.723 0.327 2.935  0.073
H -1.464 -2.562 5.057  0.119
H -0.368 -3.914 5.181  0.304
H -2.089 -4.152 5.189  0.310
H -3.363 -4.611 1.570  0.292
H -3.435 -4.026 -0.032  0.272
H -3.932 -2.898 1.263  0.314
C -1.618 1.183 5.954  -0.866
O -1.123 0.821 4.624  -0.025
P 0.064 1.565 3.934  -0.123
O 0.755 0.858 2.776  0.592
O -0.509 2.984 3.484  -0.331
C -1.396 3.139 2.448  -0.206
O 1.122 1.932 5.119  -0.437
C 2.342 2.527 4.670  -0.573
H -0.902 0.877 6.717  0.310
H -2.465 0.520 6.131  0.285
H -2.012 2.197 6.014  0.362
H -2.191 3.819 2.754  0.369
H -1.803 2.249 1.968  0.097
H -1.003 3.842 1.713  -0.077
H 2.367 3.278 5.460  0.387
H 2.329 3.020 3.698  0.074
H 3.242 1.911 4.684  0.266

Calculated values
Energy above the lowest of the compared OMol25 structures with the same formula, charge and spin: 0.0000 eV
Gap between HOMO and LUMO: 8.8 eV
LUMO energy: -6.16 eV
Charge: +2
Electronic energy: -3915.536939 hartree

Entry 3:
The following is a DFT calculation (ωB97M-V with the def2-TZVPD basis set) of a cluster of 22 separate species, C15H57NO21S in total at a distorted geometry.

Each line ends with the Mulliken charge.
Positions of all 95 atoms, in Å:
C -2.318 -1.507 3.178  -1.039
C -1.781 -1.801 1.703  -0.281
C -0.226 -2.114 1.671  -0.546
C 0.335 -1.603 0.250  0.192
C -0.027 -2.231 -1.097  -0.798
C 0.531 -1.611 -2.376  -0.639
C 1.409 -0.441 -2.387  -0.411
C 1.759 0.140 -1.077  0.420
C 1.223 -0.436 0.191  0.418
S 1.740 0.474 1.696  -0.394
C 1.671 2.205 1.099  0.844
C 1.162 3.285 1.931  -0.336
C 1.115 4.621 1.349  -0.136
C 1.564 4.841 -0.036  -0.868
C 2.100 3.746 -0.861  -0.633
C 2.145 2.388 -0.286  0.022
N 2.644 1.298 -1.089  -0.155
H -1.786 -0.578 3.530  0.122
H -1.980 -2.341 3.860  0.295
H -3.427 -1.387 3.166  0.370
H -2.302 -2.699 1.276  0.240
H -2.037 -0.899 1.075  0.336
H 0.340 -1.700 2.544  0.494
H -0.092 -3.244 1.726  0.168
H -0.723 -3.109 -1.097  0.546
H 0.265 -2.052 -3.373  0.316
H 1.810 0.007 -3.348  0.059
H 0.827 3.067 2.972  0.429
H 0.716 5.512 1.890  0.178
H 1.517 5.853 -0.515  0.404
H 2.455 3.889 -1.924  0.226
H 2.765 1.627 -2.051  0.294
O 1.820 -5.063 -2.802  -0.652
H 1.042 -5.632 -2.759  0.324
H 1.518 -4.229 -2.414  0.325
O -0.618 -5.206 0.528  -0.571
H -1.419 -5.531 0.960  0.309
H 0.099 -5.640 1.005  0.255
O -4.805 -0.571 4.962  -0.597
H -5.597 -0.518 5.509  0.306
H -4.241 0.143 5.291  0.316
O 1.323 7.634 2.993  -0.569
H 2.117 7.433 3.499  0.289
H 1.349 8.592 2.889  0.296
O 3.714 0.219 4.383  -0.653
H 3.168 0.237 3.584  0.282
H 3.879 -0.718 4.534  0.301
O -3.079 1.562 5.950  -0.659
H -2.278 1.373 6.456  0.300
H -3.074 2.523 5.853  0.296
O -3.328 -5.599 -1.073  -0.680
H -2.412 -5.541 -0.776  0.265
H -3.267 -6.082 -1.908  0.361
O -2.629 2.237 2.961  -0.535
H -2.967 1.730 3.710  0.273
H -1.687 2.326 3.145  0.278
O -1.088 -6.344 -3.987  -0.566
H -0.905 -5.403 -3.886  0.233
H -0.723 -6.562 -4.855  0.292
O -1.604 -8.941 -2.761  -0.583
H -2.539 -9.000 -2.534  0.318
H -1.515 -8.066 -3.168  0.293
O 3.592 0.919 -4.326  -0.606
H 4.506 0.969 -4.021  0.298
H 3.653 0.465 -5.175  0.275
O 3.492 5.203 -3.429  -0.600
H 3.332 5.324 -4.374  0.301
H 4.265 5.754 -3.249  0.297
O -1.683 4.953 3.185  -0.559
H -1.259 5.806 3.037  0.265
H -2.530 5.026 2.723  0.322
O 0.813 -7.852 -4.915  -0.621
H 0.465 -8.369 -4.177  0.324
H 1.754 -7.770 -4.719  0.279
O 3.800 8.954 2.219  -0.642
H 3.253 8.969 1.425  0.323
H 3.961 8.016 2.374  0.314
O -2.594 -8.893 -5.911  -0.624
H -2.940 -9.408 -5.173  0.308
H -1.655 -8.802 -5.712  0.332
O -3.705 5.764 0.938  -0.645
H -3.527 6.708 1.025  0.313
H -3.349 5.537 0.071  0.322
O 3.364 4.396 -6.588  -0.623
H 2.814 4.410 -7.380  0.309
H 3.522 3.458 -6.429  0.320
O -5.209 -4.729 -3.100  -0.632
H -5.159 -3.793 -2.881  0.309
H -4.627 -5.151 -2.455  0.356
O 5.407 7.216 -1.993  -0.613
H 5.475 8.154 -1.781  0.296
H 5.982 6.787 -1.349  0.305
O -2.904 -0.677 8.040  -0.631
H -3.452 -0.666 7.244  0.339
H -2.727 -1.612 8.187  0.307

Calculated values
Gap between HOMO and LUMO: 7.6 eV
LUMO energy: 0.04 eV
Electronic energy: -2638.631169 hartree